ORCA calculation (ωB97M-V/def2-TZVPD) on one molecule with the formula C9H18Si3 at a distorted geometry.

Geometry as XYZ:
```
30
Properties=species:S:1:pos:R:3:lowdin_charge:R:1
C 1.13 1.29 2.86 -0.217
Si 0.81 1.34 0.94 0.549
C 1.08 3.08 0.28 -0.265
C -1.33 0.93 0.79 -0.195
C -1.84 -0.08 -0.15 -0.297
C -1.89 0.37 -1.46 -0.083
C -2.47 -0.41 -2.50 -0.070
C -2.78 -1.76 -2.27 -0.090
C -2.70 -2.21 -0.96 -0.120
C -2.29 -1.44 0.09 -0.021
Si 1.95 -0.16 -0.56 0.356
Si 1.57 -2.37 -1.15 0.443
H 0.20 1.45 3.33 -0.006
H 1.62 0.45 3.28 -0.009
H 1.91 2.12 3.17 0.068
H 2.12 3.35 0.42 0.019
H 0.82 3.23 -0.74 0.001
H 0.37 3.84 0.87 0.085
H -1.62 1.93 0.48 0.057
H -1.77 0.83 1.71 0.031
H -1.41 1.28 -1.71 0.092
H -2.70 0.07 -3.53 0.129
H -3.37 -2.22 -2.99 0.075
H -2.73 -3.19 -0.76 0.065
H -2.26 -1.83 1.05 0.084
H 3.26 -0.30 0.08 -0.128
H 2.44 0.46 -1.80 -0.130
H 0.33 -2.88 -1.35 -0.172
H 1.86 -2.97 0.14 -0.126
H 2.59 -2.87 -2.01 -0.123
```

Values from the calculation:
SMILES string = C[Si](C)(Cc1ccccc1)[SiH2][SiH3]
relative energy (zero: lowest compared OMol25 entry of this formula, charge and spin) = 1.82 kcal per mole
E_LUMO = 0.02850 hartree
HOMO energy = -8.301 eV
molecular weight = 210.50 g/mol

---

ORCA calculation (ωB97M-V/def2-TZVPD) on C21H25BF7O21Pd as an isolated structure at a distorted geometry.

Geometry as XYZ:
```
76
Properties=species:S:1:pos:R:3:lowdin_charge:R:1
Pd 1.71 1.55 0.53 1.217
B -0.04 0.22 -0.01 -0.437
H -0.43 1.22 -0.16 -0.027
H -0.76 -0.55 -0.22 0.011
H 0.83 0.06 -0.64 -0.009
H 0.28 0.09 1.01 -0.021
C -0.01 -4.67 -0.67 -0.064
C 0.00 -3.67 0.47 -0.338
O 0.55 -4.29 1.60 0.166
C 1.37 -5.22 1.07 -0.505
O 2.19 -5.92 1.64 0.155
O 1.12 -5.35 -0.26 0.075
F -1.30 -3.41 0.65 0.072
H 0.03 -4.26 -1.68 0.145
H -0.96 -5.20 -0.65 0.148
H 0.50 -2.74 0.19 0.161
C -2.86 1.95 -0.38 -0.051
C -3.79 0.86 0.08 -0.391
O -4.75 1.00 -0.90 0.130
C -4.80 2.35 -1.29 -0.492
O -5.80 2.86 -1.86 0.118
O -3.73 2.95 -0.90 0.135
F -4.26 0.99 1.29 0.136
H -2.29 1.52 -1.20 0.096
H -2.28 2.36 0.45 0.142
H -3.29 -0.11 0.02 0.157
C 3.02 3.27 -4.75 -0.007
C 2.03 2.14 -4.89 -0.320
O 1.40 1.98 -3.66 0.117
C 2.12 2.68 -2.68 -0.378
O 2.05 2.48 -1.46 0.029
O 3.03 3.45 -3.33 0.101
F 2.74 1.01 -5.08 0.099
H 2.64 4.19 -5.20 0.151
H 4.02 3.06 -5.14 0.157
H 1.14 2.17 -5.53 0.174
C -2.05 -1.24 2.55 -0.095
C -1.01 -1.57 3.62 -0.308
O -1.59 -0.94 4.74 0.142
C -2.40 0.08 4.29 -0.478
O -2.84 0.96 5.06 0.119
O -2.52 -0.04 3.00 0.097
F 0.15 -0.98 3.35 0.080
H -2.76 -2.07 2.53 0.153
H -1.68 -1.20 1.53 0.094
H -0.70 -2.60 3.77 0.175
C -0.29 3.38 5.38 -0.063
C -1.42 4.17 4.79 -0.358
O -1.49 3.45 3.59 0.150
C -0.24 2.99 3.24 -0.513
O 0.12 2.42 2.24 0.081
O 0.52 3.13 4.28 0.127
F -1.10 5.42 4.68 0.148
H -0.67 2.44 5.77 0.145
H 0.21 3.94 6.17 0.157
H -2.29 4.06 5.43 0.188
C -1.70 -0.02 -3.01 -0.042
C -1.02 -0.80 -4.18 -0.374
O -0.85 0.25 -5.01 0.129
C -1.72 1.27 -4.80 -0.534
O -1.87 2.17 -5.63 0.146
O -2.37 1.06 -3.69 0.123
F -1.88 -1.63 -4.68 0.139
H -0.91 0.38 -2.38 0.089
H -2.28 -0.65 -2.34 0.144
H -0.14 -1.30 -3.78 0.177
C 4.62 -3.73 0.65 -0.045
C 5.61 -2.82 -0.03 -0.244
O 5.08 -1.47 0.19 0.192
C 3.83 -1.52 0.39 -0.504
O 3.09 -0.54 0.40 0.068
O 3.51 -2.86 0.57 0.050
F 5.63 -3.03 -1.36 0.103
H 5.01 -3.86 1.66 0.152
H 4.42 -4.65 0.11 0.159
H 6.57 -3.08 0.43 0.176
```

Values from the calculation:
relative energy (zero: lowest compared OMol25 entry of this formula, charge and spin) = 0.00 kcal per mole
net charge = +1
spin multiplicity = 3
E_LUMO (alpha / beta) = -0.14399 / -0.26546 hartree
HOMO energy (alpha / beta) = -12.494 / -12.493 eV
molecular weight = 863.63 g/mol
<S²> = 2.004

---

ORCA calculation (ωB97M-V/def2-TZVPD) on one molecule with the formula C4H12N2O at a distorted geometry.

Geometry as XYZ:
```
19
Properties=species:S:1:pos:R:3:lowdin_charge:R:1
N -0.66 -0.88 -2.69 -0.008
C -0.37 -1.19 -1.30 -0.261
C 0.18 -0.01 -0.47 -0.352
N -0.95 0.93 -0.29 0.034
C 0.65 -0.67 0.86 -0.158
C 1.10 0.34 1.95 -0.257
O 0.15 1.38 2.15 -0.094
H -0.68 0.11 -2.92 0.055
H 0.07 -1.25 -3.28 0.055
H 0.44 -1.91 -1.42 0.111
H -1.17 -1.65 -0.74 0.104
H 1.00 0.63 -0.82 0.148
H -0.91 1.68 -0.92 0.065
H -1.88 0.54 -0.31 0.095
H -0.18 -1.26 1.24 0.115
H 1.55 -1.25 0.66 0.112
H 2.00 0.80 1.54 0.106
H 1.25 -0.24 2.85 0.110
H -0.23 1.57 1.28 0.019
```

Values from the calculation:
SMILES string = NC[C@@H](N)CCO
relative energy (zero: lowest compared OMol25 entry of this formula, charge and spin) = 38.17 kcal per mole
E_LUMO = 0.03064 hartree
HOMO energy = -9.003 eV
molecular weight = 104.15 g/mol

---

ORCA calculation (ωB97M-V/def2-TZVPD) on C2O4Sc as an isolated structure at a distorted geometry.

Geometry as XYZ:
```
7
Properties=species:S:1:pos:R:3:lowdin_charge:R:1
O -1.43 0.64 0.10 0.058
C -1.80 -0.47 0.32 -0.256
O -2.59 -1.29 0.54 0.348
Sc 0.45 1.62 -0.27 1.484
O 2.18 0.57 0.56 -0.128
C 1.57 -0.24 -0.26 -0.503
O 1.23 -1.42 0.08 -0.003
```

Values from the calculation:
relative energy (zero: lowest compared OMol25 entry of this formula, charge and spin) = 29.89 kcal per mole
net charge = +1
E_LUMO (alpha / beta) = -0.22839 / -0.23435 hartree
HOMO energy (alpha / beta) = -13.223 / -13.141 eV
molecular weight = 132.97 g/mol

---

ORCA calculation (ωB97M-V/def2-TZVPD) on C39H53Cl2N4O7P2S2W as an isolated structure at a distorted geometry.

Geometry as XYZ:
```
110
Properties=species:S:1:pos:R:3:lowdin_charge:R:1
W -0.58 -0.19 -0.25 1.575
C 3.49 -4.88 1.44 -0.039
C 3.58 -3.61 2.27 -0.376
C 3.49 -3.89 3.76 -0.030
O 2.58 -2.61 1.87 -0.146
P 1.11 -2.73 1.40 0.499
O 0.51 -1.35 1.44 -0.462
C 1.14 -3.45 -0.29 -0.179
P -0.43 -3.11 -1.13 0.495
O -1.31 -2.33 -0.18 -0.382
O -0.21 -2.15 -2.36 -0.239
C 0.32 -2.44 -3.72 -0.355
C 1.24 -1.31 -4.11 -0.026
C 1.04 -3.78 -3.80 -0.021
O -1.13 -4.35 -1.73 -0.152
C -1.10 -5.78 -1.33 -0.399
C -1.67 -5.93 0.06 -0.024
C -1.88 -6.53 -2.39 -0.020
O 0.32 -3.82 2.19 -0.180
C -0.53 -3.65 3.40 -0.361
C 0.12 -2.74 4.43 -0.021
C -1.90 -3.16 2.98 -0.035
H 4.26 -5.57 1.79 0.106
H 3.66 -4.68 0.38 0.081
H 2.52 -5.37 1.58 0.083
H 4.52 -3.10 2.05 0.150
H 2.61 -4.50 3.99 0.082
H 3.45 -2.96 4.32 0.094
H 4.37 -4.44 4.07 0.103
H 1.33 -4.52 -0.23 0.079
H 1.95 -2.95 -0.82 0.059
H -0.56 -2.46 -4.36 0.152
H 2.22 -1.41 -3.65 0.075
H 0.83 -0.34 -3.82 0.060
H 1.37 -1.32 -5.19 0.108
H 1.87 -3.81 -3.09 0.082
H 1.46 -3.87 -4.80 0.112
H 0.38 -4.62 -3.64 0.072
H -0.05 -6.09 -1.35 0.142
H -2.69 -5.53 0.09 0.101
H -1.06 -5.40 0.80 0.059
H -1.70 -6.98 0.33 0.107
H -2.91 -6.19 -2.41 0.100
H -1.86 -7.59 -2.16 0.105
H -1.44 -6.39 -3.37 0.086
H -0.60 -4.66 3.78 0.154
H 0.44 -1.81 3.97 0.068
H 0.98 -3.21 4.90 0.076
H -0.61 -2.51 5.21 0.103
H -1.83 -2.13 2.61 0.040
H -2.57 -3.18 3.84 0.104
H -2.32 -3.79 2.20 0.075
Cl -1.38 0.72 2.13 0.674
C 0.03 1.45 2.97 -0.813
Cl 1.39 1.45 1.85 0.665
H 0.27 0.84 3.83 0.046
H -0.23 2.46 3.26 0.056
N -3.20 -0.48 0.28 0.046
C -3.31 -0.15 -1.08 -0.358
C -4.50 0.09 -1.75 0.039
C -4.44 0.42 -3.09 0.019
C -3.20 0.53 -3.71 0.000
C -2.06 0.34 -2.97 -0.071
N -2.10 0.01 -1.66 -0.084
H -4.06 -0.31 0.80 0.128
H -2.97 -1.47 0.40 0.077
H -5.44 0.01 -1.23 0.138
H -5.35 0.60 -3.65 0.138
H -3.12 0.78 -4.76 0.132
H -1.08 0.46 -3.40 0.115
C 10.65 -0.30 0.06 -0.060
C 9.18 -0.08 0.01 -0.680
O 8.49 0.49 0.80 0.057
S 8.47 -0.89 -1.49 1.049
C 6.74 -0.66 -1.33 -0.499
C 5.92 -1.70 -1.77 -0.082
C 4.55 -1.60 -1.69 -0.031
C 3.96 -0.44 -1.17 -0.239
C 4.78 0.62 -0.75 0.003
C 6.16 0.52 -0.84 -0.049
C 2.56 -0.32 -1.04 -0.064
C 1.34 -0.19 -0.92 -0.204
H 11.09 0.30 0.86 0.100
H 11.12 -0.04 -0.89 0.091
H 10.86 -1.35 0.26 0.098
H 6.38 -2.59 -2.18 0.114
H 3.93 -2.42 -2.03 0.101
H 4.33 1.52 -0.36 0.121
H 6.77 1.34 -0.53 0.115
S -1.26 6.20 -2.09 1.114
C -0.84 4.62 -1.50 -0.484
C 0.40 3.98 -1.52 -0.019
C 0.51 2.68 -1.08 -0.126
N -0.52 1.96 -0.59 -0.164
C -1.70 2.62 -0.50 -0.156
C -1.91 3.89 -0.95 -0.064
C 0.27 7.12 -2.26 -0.497
C 0.30 8.32 -1.57 -0.074
C 1.43 9.12 -1.71 -0.104
N 2.46 8.76 -2.46 0.086
C 2.42 7.61 -3.12 -0.117
C 1.33 6.75 -3.07 -0.085
H 1.28 4.48 -1.88 0.107
H 1.46 2.18 -1.13 0.089
H -2.52 2.10 -0.01 0.085
H -2.89 4.34 -0.86 0.121
H -0.53 8.63 -0.95 0.109
H 1.50 10.07 -1.21 0.123
H 3.29 7.37 -3.73 0.118
H 1.31 5.86 -3.69 0.110
```

Values from the calculation:
relative energy (zero: lowest compared OMol25 entry of this formula, charge and spin) = 39.98 kcal per mole
net charge = +3
spin multiplicity = 3
E_LUMO (alpha / beta) = -0.35007 / -0.33189 hartree
HOMO energy (alpha / beta) = -14.384 / -14.466 eV
molecular weight = 1070.70 g/mol
<S²> = 2.024

---

ORCA calculation (ωB97M-V/def2-TZVPD) on C16H14BF5N6Zn as an isolated structure at a distorted geometry.

Geometry as XYZ:
```
43
Properties=species:S:1:pos:R:3:lowdin_charge:R:1
H 1.62 3.52 -0.09 0.103
N 0.79 1.80 -1.03 -0.030
B -0.55 0.27 -2.71 -0.456
N -0.02 1.64 -2.16 0.002
C -0.16 2.84 -2.78 -0.054
Zn 1.94 0.58 0.33 0.945
H -0.69 2.92 -3.71 0.127
C 0.48 3.81 -2.01 -0.061
H 0.54 4.86 -2.20 0.092
C 1.04 3.13 -0.92 -0.145
H -0.56 0.34 -3.93 0.108
C -2.54 -2.58 2.43 -0.053
H -1.87 -2.59 3.30 0.016
H -2.02 -2.16 1.55 0.009
H -2.86 -3.61 2.21 0.020
N -2.07 -0.13 -2.37 -0.062
N 0.53 -0.81 -2.33 -0.002
N -2.51 -0.27 -1.08 0.030
N 1.34 -0.84 -1.19 -0.037
C -3.12 -0.39 -3.22 -0.109
C 0.88 -1.83 -3.14 -0.061
H -3.00 -0.32 -4.29 0.098
H 0.42 -1.94 -4.11 0.127
C -4.23 -0.71 -2.46 -0.091
C 1.87 -2.59 -2.51 -0.059
C -3.79 -0.61 -1.10 -0.174
C 2.10 -1.96 -1.28 -0.134
H -5.22 -0.99 -2.78 0.075
H 2.36 -3.46 -2.90 0.089
H -4.37 -0.80 -0.20 0.094
H 2.76 -2.27 -0.47 0.100
H -3.41 -2.00 2.64 -0.002
F 3.19 -1.54 2.48 0.042
C 2.78 -0.38 3.07 -0.234
C 2.12 0.61 2.33 -0.081
C 1.54 1.61 3.10 -0.239
F 0.68 2.48 2.49 0.047
C 1.70 1.74 4.49 -0.131
F 0.99 2.67 5.17 0.110
C 2.45 0.79 5.17 -0.108
F 2.51 0.84 6.53 0.109
C 2.95 -0.31 4.47 -0.124
F 3.43 -1.35 5.19 0.100
```

Values from the calculation:
E_LUMO = -0.02802 hartree
HOMO energy = -8.611 eV
molecular weight = 461.52 g/mol

---

ORCA calculation (ωB97M-V/def2-TZVPD) on C36H54IrP3Si as an isolated structure at a distorted geometry.

Geometry as XYZ:
```
95
Properties=species:S:1:pos:R:3:lowdin_charge:R:1
Ir 0.31 0.35 -0.32 0.829
C 4.64 -2.35 -0.32 -0.079
C 3.15 -2.15 -0.05 -0.494
C 2.29 -2.78 -1.15 -0.108
P 2.65 -0.37 0.19 0.988
C 3.63 0.86 -0.80 -0.532
C 3.43 0.53 -2.29 -0.107
C 5.10 1.07 -0.45 -0.076
C 2.83 -0.03 1.98 -0.369
C 4.12 -0.02 2.51 -0.069
C 4.32 0.23 3.86 -0.019
C 3.24 0.45 4.70 -0.030
C 1.95 0.42 4.18 -0.082
C 1.73 0.17 2.83 -0.304
Si -0.02 0.11 2.13 0.582
C -1.05 -1.45 2.34 -0.295
C -0.74 -2.44 3.27 -0.073
C -1.37 -3.67 3.21 -0.023
C -2.32 -3.93 2.21 -0.018
C -2.63 -2.97 1.26 -0.075
C -2.04 -1.71 1.34 -0.384
P -2.49 -0.41 0.16 1.111
C -4.02 0.42 0.85 -0.493
C -4.59 1.44 -0.14 -0.083
C -5.07 -0.61 1.29 -0.070
C -2.74 -1.06 -1.57 -0.519
C -3.96 -1.93 -1.87 -0.071
C -1.44 -1.74 -2.01 -0.120
C -1.11 1.64 2.45 -0.276
C -1.87 1.69 3.62 0.016
C -2.59 2.83 3.94 0.057
C -2.59 3.92 3.07 0.025
C -1.85 3.87 1.89 0.023
C -1.13 2.73 1.56 -0.309
P -0.17 2.73 -0.01 0.959
C 1.01 4.14 0.22 -0.503
C 1.91 3.84 1.43 -0.079
C 1.81 4.48 -1.03 -0.068
C -1.34 3.09 -1.42 -0.528
C -1.87 4.51 -1.50 -0.075
C -0.71 2.65 -2.75 -0.104
H 4.83 -3.42 -0.38 0.103
H 5.27 -1.96 0.48 0.074
H 4.95 -1.91 -1.27 0.078
H 2.89 -2.60 0.91 0.119
H 2.47 -2.31 -2.12 0.080
H 1.23 -2.71 -0.91 0.045
H 2.54 -3.83 -1.25 0.098
H 3.10 1.79 -0.58 0.051
H 4.03 -0.33 -2.58 0.081
H 3.76 1.37 -2.90 0.096
H 2.38 0.33 -2.53 0.043
H 5.69 0.17 -0.56 0.078
H 5.23 1.46 0.56 0.073
H 5.50 1.82 -1.14 0.102
H 4.97 -0.20 1.87 0.094
H 5.33 0.24 4.26 0.129
H 3.40 0.65 5.75 0.126
H 1.11 0.58 4.85 0.107
H 0.01 -2.26 4.03 0.112
H -1.11 -4.44 3.93 0.126
H -2.83 -4.89 2.17 0.127
H -3.38 -3.18 0.51 0.097
H -3.66 0.95 1.74 0.084
H -4.84 0.98 -1.10 0.088
H -3.92 2.27 -0.30 0.051
H -5.52 1.84 0.27 0.100
H -5.43 -1.21 0.46 0.078
H -5.92 -0.06 1.69 0.101
H -4.70 -1.27 2.07 0.081
H -2.86 -0.13 -2.13 0.103
H -3.91 -2.91 -1.40 0.077
H -3.98 -2.10 -2.95 0.103
H -4.90 -1.45 -1.61 0.071
H -1.29 -2.69 -1.51 0.089
H -0.55 -1.10 -1.81 -0.016
H -1.46 -1.91 -3.09 0.107
H -1.87 0.85 4.31 0.142
H -3.15 2.87 4.87 0.149
H -3.15 4.81 3.32 0.141
H -1.86 4.73 1.23 0.119
H 0.36 4.99 0.47 0.115
H 2.56 2.98 1.24 0.067
H 1.34 3.66 2.33 0.077
H 2.55 4.71 1.61 0.105
H 2.42 3.64 -1.37 0.073
H 2.49 5.30 -0.80 0.107
H 1.18 4.80 -1.86 0.071
H -2.18 2.41 -1.21 0.059
H -1.08 5.26 -1.56 0.086
H -2.53 4.76 -0.67 0.067
H -2.46 4.60 -2.42 0.105
H 0.10 3.33 -3.05 0.079
H -1.46 2.67 -3.54 0.101
H -0.29 1.64 -2.71 0.028
```

Values from the calculation:
net charge = +3
spin multiplicity = 6
E_LUMO (alpha / beta) = -0.32862 / -0.48717 hartree
HOMO energy (alpha / beta) = -14.050 / -16.829 eV
molecular weight = 800.05 g/mol
<S²> = 8.783

---

ORCA calculation (ωB97M-V/def2-TZVPD) on one molecule with the formula C24H34N2O6.

Geometry as XYZ:
```
66
Properties=species:S:1:pos:R:3:lowdin_charge:R:1
C 7.88 2.71 4.42 -0.059
C 6.46 3.22 4.22 -0.209
O 5.54 2.14 4.06 -0.011
C 5.07 1.57 5.17 -0.480
O 5.34 1.94 6.29 0.121
C 4.15 0.41 4.85 -0.220
C 3.05 0.81 3.86 -0.114
C 2.20 -0.41 3.51 -0.139
N 3.03 -1.47 2.98 -0.046
C 2.94 -2.02 1.75 -0.420
O 3.63 -2.97 1.42 0.071
C 1.95 -1.42 0.81 -0.160
C 2.10 -0.11 0.34 -0.027
C 1.23 0.39 -0.60 0.012
C 0.18 -0.40 -1.11 -0.251
O -0.60 0.21 -2.03 -0.010
C -1.64 -0.50 -2.68 -0.337
C -2.91 -0.55 -1.83 -0.095
C -4.04 -1.21 -2.62 -0.141
N -4.28 -0.49 -3.85 -0.059
C -5.34 0.31 -4.14 -0.454
O -5.35 1.02 -5.12 0.052
C -6.52 0.26 -3.17 -0.072
C -7.78 0.91 -3.77 -0.222
O -8.62 -0.01 -4.42 -0.184
C -8.11 -0.49 -5.64 -0.107
C -3.11 -0.44 -4.71 -0.130
C -1.94 0.23 -3.99 -0.092
C 0.04 -1.70 -0.64 -0.007
C 0.93 -2.20 0.29 -0.006
C 4.05 -1.91 3.90 -0.128
C 4.97 -0.75 4.26 -0.109
H 8.17 2.07 3.59 0.078
H 8.57 3.55 4.47 0.077
H 7.95 2.14 5.34 0.077
H 6.38 3.80 3.30 0.124
H 6.15 3.82 5.07 0.122
H 3.70 0.08 5.80 0.156
H 3.52 1.21 2.96 0.114
H 2.42 1.58 4.30 0.128
H 1.70 -0.78 4.42 0.133
H 1.43 -0.14 2.78 0.119
H 2.91 0.50 0.70 0.117
H 1.33 1.39 -0.98 0.120
H -1.30 -1.52 -2.92 0.152
H -3.19 0.47 -1.56 0.132
H -2.73 -1.11 -0.90 0.115
H -3.75 -2.24 -2.88 0.134
H -4.94 -1.25 -2.01 0.112
H -6.23 0.80 -2.26 0.127
H -6.76 -0.77 -2.91 0.122
H -8.39 1.33 -2.97 0.124
H -7.47 1.71 -4.46 0.121
H -7.25 -1.15 -5.50 0.086
H -8.92 -1.05 -6.11 0.089
H -7.81 0.34 -6.30 0.093
H -2.84 -1.46 -4.99 0.132
H -3.38 0.13 -5.60 0.122
H -2.19 1.27 -3.76 0.132
H -1.06 0.23 -4.63 0.126
H -0.74 -2.34 -1.01 0.105
H 0.82 -3.22 0.64 0.124
H 3.58 -2.31 4.81 0.134
H 4.61 -2.71 3.41 0.123
H 5.48 -0.40 3.36 0.130
H 5.73 -1.08 4.98 0.128
```

Values from the calculation:
SMILES string = CCOC(=O)C1CCN(C(=O)c2ccc(OC3CCN(C(=O)CCOC)CC3)cc2)CC1
relative energy (zero: lowest compared OMol25 entry of this formula, charge and spin) = 1.72 kcal per mole
E_LUMO = 0.01972 hartree
HOMO energy = -8.709 eV
molecular weight = 446.54 g/mol

---

Results for E: -33255.173; -88344.534; -9369.539; -30955.077; -128695.517; -88441.131; -76762.555; -40706.080 (in eV, following the order of the records).